{
  "formula": "C4H12Si",
  "method": "ωB97M-V/def2-TZVPD",
  "orbital_gap_ev": 10.093,
  "total_charge": 0,
  "homo_energy_ev": -9.28,
  "symbols": ["C", "C", "C", "C", "Si", "H", "H", "H", "H", "H", "H", "H", "H", "H", "H", "H", "H"],
  "positions_angstrom": [[-1.54809, -0.33304, 0.03945], [0.25134, 0.20924, 1.56538], [0.10258, 1.62000, -0.74813], [-0.09415, -0.07987, 0.10378], [1.14485, -1.35612, -0.78687], [-1.68664, -1.37676, 0.58077], [-2.21783, 0.50159, 0.57951], [-1.86744, -0.42028, -1.02199], [1.25250, 0.57922, 1.54978], [0.16501, -0.83386, 1.98140], [-0.42784, 0.90826, 2.08485], [-0.13582, 1.59013, -1.85455], [-0.52581, 2.20990, -0.06953], [1.14800, 1.67676, -0.68584], [0.49508, -2.67424, -0.58712], [2.56288, -1.24946, -0.42764], [1.29630, -1.09012, -2.27667]],
  "atomic_forces_ev_per_a": [[-2.0221, -1.4711, 0.5530], [-0.1862, -1.6664, -0.7570], [-1.2924, -4.1135, 0.3151], [1.1006, 4.1370, -1.7702], [-1.4352, 1.1982, -0.5586], [-0.4369, 1.9518, -1.0026], [1.5880, -1.8637, -1.1219], [-0.2140, -0.0987, 0.7566], [0.8269, 0.1388, 0.7832], [0.3791, 1.1682, 0.5846], [0.1954, -0.3605, -0.3911], [-0.3211, 0.0470, 1.4970], [0.4862, 0.2324, -0.6271], [1.3920, 1.0014, 0.4541], [0.3697, -0.1265, 0.0416], [0.0647, -0.0818, 0.6703], [-0.4947, -0.0927, 0.5730]],
  "lowdin_charge": [-0.201, -0.157, -0.029, -0.682, 0.682, 0.104, 0.121, 0.072, 0.053, 0.089, 0.083, 0.062, 0.047, 0.000, -0.077, -0.091, -0.077]
}

{
  "formula": "C4H12Si2",
  "method": "ωB97M-V/def2-TZVPD",
  "orbital_gap_ev": 10.692,
  "total_charge": 0,
  "homo_energy_ev": -9.86,
  "symbols": ["C", "C", "Si", "H", "H", "H", "H", "H", "H", "C", "C", "Si", "H", "H", "H", "H", "H", "H"],
  "positions_angstrom": [[1.99021, 1.09495, -0.48303], [0.83175, 0.79171, -1.05174], [-0.06241, 1.27544, -2.71088], [2.18471, 0.81193, 0.50705], [2.68185, 1.73865, -0.98849], [0.26136, -0.07088, -0.54701], [0.54017, 1.25521, -4.10497], [-0.28785, 2.57261, -2.36929], [-1.32772, 0.61544, -2.77116], [-0.83114, 0.28010, 2.26482], [-1.36155, -0.70897, 1.55928], [-0.46416, -2.32132, 1.27709], [-0.00705, 0.13132, 3.02828], [-1.17147, 1.31277, 2.30233], [-2.28126, -0.63307, 0.84280], [-0.53412, -3.23821, 2.47121], [0.98801, -2.36988, 0.82527], [-1.14934, -2.53779, -0.05155]],
  "atomic_forces_ev_per_a": [[-0.8647, 0.8334, -1.3588], [-1.1108, -2.8012, -0.8117], [1.8892, -1.4368, 0.2711], [0.5582, -0.6489, 1.1664], [0.4048, 0.4240, 0.0322], [0.5363, 1.6718, -0.3826], [0.0914, -0.2417, 0.7846], [-0.7074, 2.8998, 0.2145], [-0.7686, -0.6813, 0.0019], [0.4579, 0.5391, 1.4777], [-0.6323, -0.0806, -1.0489], [0.1441, -0.2279, -0.7277], [-0.6931, -0.1595, -1.2911], [-0.3703, -0.1498, -0.2240], [1.7538, 0.4617, 1.4811], [-0.2662, 0.0416, -0.6278], [-0.5107, 0.4837, 0.5142], [0.0883, -0.9275, 0.5289]],
  "lowdin_charge": [-0.080, -0.348, 0.641, 0.029, 0.042, 0.015, -0.081, -0.130, -0.104, -0.114, -0.418, 0.573, 0.072, 0.049, 0.080, -0.080, -0.078, -0.067]
}

{
  "formula": "C4H12Si2",
  "method": "ωB97M-V/def2-TZVPD",
  "orbital_gap_ev": 10.187,
  "total_charge": 0,
  "homo_energy_ev": -9.34,
  "symbols": ["C", "C", "C", "Si", "C", "Si", "H", "H", "H", "H", "H", "H", "H", "H", "H", "H", "H", "H"],
  "positions_angstrom": [[-1.34220, 1.96981, -0.61306], [-1.61505, 0.79070, 0.48726], [-0.06543, -0.14850, 0.23843], [0.93597, -0.19696, 1.78201], [0.18380, -0.66470, -0.98471], [1.50130, -2.01731, -1.23479], [-1.05732, 1.51121, -1.51003], [-2.17701, 2.69943, -0.69030], [-0.52551, 2.61949, -0.10151], [-2.39303, 0.11494, 0.19459], [-1.60596, 1.24750, 1.53406], [0.98901, 1.22125, 2.23330], [2.19615, -0.85470, 1.80575], [0.12373, -0.98815, 2.83450], [-0.50868, -0.43536, -1.74660], [2.66296, -1.39923, -0.57258], [1.66671, -2.07027, -2.76604], [1.03056, -3.39915, -0.89027]],
  "atomic_forces_ev_per_a": [[-0.3386, 1.0165, 4.5256], [4.6658, 1.1647, -1.3941], [-2.6329, 0.8949, -0.3713], [-1.8900, -0.0088, 1.4421], [0.4510, -0.6454, 2.1978], [-0.7805, 1.0112, -1.7219], [0.4097, -0.0937, -1.3375], [0.1864, -0.8059, -0.3040], [-0.9004, -1.2314, -1.3543], [-0.5123, -0.2017, 0.3163], [-0.3767, -1.0374, -1.4474], [0.2167, -0.1816, 0.0196], [1.1139, -0.3006, -0.2786], [0.4088, 0.6116, -0.6205], [-0.8338, 0.0176, -1.0410], [0.2877, -0.6396, 0.0738], [0.2251, -0.0403, 0.9589], [0.3000, 0.4699, 0.3363]],
  "lowdin_charge": [-0.123, -0.147, -0.451, 0.586, -0.351, 0.614, 0.010, 0.061, 0.094, 0.060, 0.082, -0.063, -0.111, -0.053, 0.024, -0.083, -0.073, -0.076]
}

{
  "formula": "C4H13BNO2",
  "method": "ωB97M-V/def2-TZVPD",
  "orbital_gap_ev": [5.584, 6.851],
  "total_charge": 1,
  "multiplicity": 3,
  "s2": 2.01,
  "homo_energy_ev": [-8.31, -14.12],
  "symbols": ["B", "C", "C", "C", "C", "N", "O", "O", "H", "H", "H", "H", "H", "H", "H", "H", "H", "H", "H", "H", "H"],
  "positions_angstrom": [[2.57764, -1.06808, -0.64601], [-0.98668, 1.80612, 0.31066], [-1.54650, -0.44526, 0.95204], [-1.40205, 0.14633, -1.35831], [1.79678, -0.26464, 0.37124], [-0.86915, 0.39385, -0.03027], [3.07961, -1.79146, -1.49057], [1.52748, -0.96739, 1.57922], [-0.41474, 2.40230, -0.40117], [-2.02784, 2.14185, 0.28592], [-0.59357, 1.97162, 1.31247], [-1.16550, -0.22182, 1.94410], [-2.62824, -0.28084, 0.93720], [-1.34518, -1.49108, 0.73251], [-1.25624, -0.90110, -1.62429], [-2.47368, 0.36928, -1.41708], [-0.88189, 0.76631, -2.08693], [2.20225, 0.73642, 0.57065], [0.66707, -0.01143, 0.01677], [3.46822, -2.36483, -2.14908], [2.27221, -0.92617, 2.19093]],
  "atomic_forces_ev_per_a": [[-2.4721, 3.0016, 2.3418], [1.0401, 0.6570, 0.2752], [0.7298, -0.6837, 0.6371], [0.7064, -0.5067, -1.1714], [0.0989, 0.2436, 0.0944], [-2.2726, 0.5307, 0.0868], [2.2119, -3.0325, -3.4895], [-0.6573, -0.2904, 0.6283], [-0.0563, -0.0394, 0.0279], [-0.0255, -0.3183, -0.0711], [-0.0055, -0.0074, -0.0179], [0.0390, -0.0068, 0.0524], [0.1022, 0.2099, -0.2151], [-0.0288, -0.0379, -0.0189], [-0.0323, 0.0455, 0.0403], [0.1347, 0.0585, 0.3292], [-0.0104, 0.0033, 0.0290], [0.0585, -0.1056, -0.0326], [0.3929, -0.2062, -0.0371], [-0.0814, 0.2410, 0.3222], [0.1280, 0.2440, 0.1890]],
  "lowdin_charge": [-0.219, -0.027, -0.031, -0.034, -0.186, -0.250, 0.295, -0.063, 0.112, 0.123, 0.110, 0.104, 0.124, 0.113, 0.112, 0.122, 0.110, 0.113, 0.110, 0.159, 0.101]
}

{
  "formula": "C4H13BNS2",
  "method": "ωB97M-V/def2-TZVPD",
  "orbital_gap_ev": 8.618,
  "total_charge": 1,
  "homo_energy_ev": -11.93,
  "symbols": ["B", "C", "C", "C", "C", "N", "S", "S", "H", "H", "H", "H", "H", "H", "H", "H", "H", "H", "H", "H", "H"],
  "positions_angstrom": [[-0.98463, 0.73576, 0.10459], [0.70353, -1.98022, -0.73466], [-0.21987, 2.10596, 0.28409], [-2.03413, 0.26179, -1.03747], [0.56265, -1.33830, 0.62799], [1.88804, -0.72007, 1.13965], [1.56516, 2.20063, -0.26375], [-2.74025, 0.10778, 0.63981], [-0.37158, -2.23445, -1.01558], [1.28225, -2.99271, -0.75624], [1.12764, -1.36719, -1.49490], [-0.08927, 2.30833, 1.35211], [-0.67524, 3.02723, -0.05445], [-2.01994, -0.67931, -1.58159], [-2.36688, 1.14906, -1.66185], [0.19159, -2.20016, 1.19676], [1.79527, 0.01398, 1.98557], [2.36357, -1.59850, 1.50206], [2.40787, -0.16815, 0.44059], [1.26232, 2.10206, -1.58673], [-3.64808, 1.26647, 0.91401]],
  "atomic_forces_ev_per_a": [[0.5855, -1.9128, -1.3428], [-0.5265, -1.9002, 0.1157], [0.9970, -0.1118, 1.2879], [1.1519, 1.9429, -0.0008], [-1.5534, 2.2104, -1.5488], [-0.5363, -0.6212, 3.0098], [-1.1259, -0.2923, -0.7514], [-1.5286, 1.6117, 0.9806], [1.4383, 0.1911, 0.0854], [-0.8439, 1.5850, 0.2101], [0.2274, 0.6392, -0.6610], [-0.1311, -0.1120, 0.1159], [-0.4993, -0.0859, -0.4690], [-0.1555, 0.0854, 0.2478], [0.0645, -1.2385, 0.8855], [0.3981, 0.9898, 1.1621], [-0.1084, -2.3775, -2.2738], [0.3395, 1.8088, -0.4865], [-0.2806, -0.5939, -0.1310], [0.3915, -0.0130, 0.4344], [1.6958, -1.8052, -0.8699]],
  "lowdin_charge": [-0.585, -0.157, -0.492, -0.336, -0.222, 0.085, 0.721, 0.974, 0.088, 0.109, 0.054, 0.050, 0.061, 0.055, 0.108, 0.091, 0.206, 0.172, 0.075, -0.105, 0.049]
}

{
  "formula": "C4H13IO5Zn",
  "method": "ωB97M-V/def2-TZVPD",
  "orbital_gap_ev": 6.919,
  "total_charge": 0,
  "homo_energy_ev": -7.11,
  "symbols": ["Zn", "I", "O", "H", "C", "C", "O", "O", "H", "H", "H", "H", "H", "H", "C", "C", "O", "O", "H", "H", "H", "H", "H", "H"],
  "positions_angstrom": [[-0.99206, -0.20871, -0.40680], [-3.51993, 1.06094, 0.10372], [-1.72092, -1.47443, -1.61242], [-1.29048, -2.17881, -2.08137], [-0.20778, -0.94758, 2.39750], [-0.45409, 0.54895, 2.44341], [-0.06537, 1.14416, 1.16987], [-0.88231, -1.50212, 1.26016], [-0.69555, -1.33369, 3.29761], [0.86469, -1.15043, 2.35885], [0.13206, 0.99496, 3.24704], [-1.51771, 0.75324, 2.58607], [-0.20593, 2.08819, 1.31364], [-0.96983, -2.44568, 1.42130], [1.78945, 0.18229, -1.34747], [0.94389, 0.86035, -2.39662], [-0.24295, 1.39403, -1.78534], [0.99042, -0.83589, -0.69639], [2.11753, 0.91871, -0.60750], [2.68561, -0.27621, -1.76551], [0.60323, 0.15122, -3.15187], [1.56915, 1.65384, -2.81357], [-0.40857, 2.26102, -2.16323], [1.47745, -1.65835, -0.77109]],
  "atomic_forces_ev_per_a": [[-2.2730, 0.0856, -0.6660], [0.8057, -0.0638, 0.0955], [-0.2315, 0.3666, 0.1743], [0.4359, -0.2452, -0.1389], [-0.5699, 0.6240, 0.1530], [-0.0944, -0.0526, -0.6590], [0.3238, -0.4489, 1.0530], [0.5312, 0.1020, 1.0932], [0.4638, -0.1744, 0.0939], [-0.0446, -0.1905, 0.0643], [0.0352, -0.0605, 0.0597], [-0.0081, -0.0683, 0.0310], [-0.2509, -0.0208, -0.6526], [-0.2956, -0.0427, -0.5451], [-0.2341, -0.0943, 0.3503], [-0.0143, -0.0117, -0.0299], [1.0304, -0.0180, -0.0198], [1.5414, 0.6876, -0.1717], [-0.1796, -0.1217, 0.0917], [-0.0844, 0.0584, -0.2576], [0.2797, -0.0032, -0.1503], [-0.2286, 0.0009, -0.2735], [-0.4830, -0.0073, 0.1975], [-0.4551, -0.3013, 0.1072]],
  "lowdin_charge": [0.415, -0.114, -0.420, -0.078, -0.194, -0.209, -0.141, -0.110, 0.134, 0.124, 0.127, 0.079, 0.107, 0.122, -0.183, -0.197, -0.107, -0.100, 0.123, 0.130, 0.131, 0.131, 0.114, 0.118]
}